Formula: C53H58N3O14
Source: the Open Molecules 2025 dataset
Level of theory: the ωB97M-V functional and the def2-TZVPD basis

```
128
Properties=species:S:1:pos:R:3:forces:R:3:mulliken_charge:R:1
C 8.99500 7.46200 19.11200 -5.4 1.6 1.3 -1.42
C 8.93800 8.74400 18.27800 5.2 -4.4 -0.1 0.11
N 10.18400 9.45600 18.63700 0.6 1.8 -2.1 0.57
C 10.20400 10.60900 19.39800 0.8 0.0 1.4 -1.11
C 11.50700 11.02100 19.44500 1.5 2.2 0.4 0.08
N 12.26300 10.22500 18.61300 -0.5 -1.0 -2.6 1.31
C 11.42000 9.28100 18.02800 -1.0 0.5 0.5 -0.20
C 13.69000 10.46800 18.19200 0.8 -0.5 -1.6 -0.96
H 8.33200 6.74300 18.67700 0.1 -0.8 -0.3 0.47
H 8.59400 7.54000 20.16700 -0.3 0.7 -1.0 0.48
H 9.87300 7.12100 19.40600 4.6 -1.7 -0.1 0.24
H 8.05800 9.18700 18.33000 -3.5 3.1 1.0 0.96
H 8.97600 8.41700 17.24100 0.6 0.3 -0.3 -0.87
H 9.38000 11.02700 20.01200 0.6 -0.7 -0.8 0.45
H 12.05800 11.93800 19.91500 -1.5 -1.9 -0.6 0.29
H 11.52700 8.58500 17.09100 0.3 1.3 2.2 -0.07
H 14.37900 10.13100 18.93200 0.2 -0.9 0.6 0.64
H 14.11500 11.44500 17.98000 -1.6 1.2 0.7 -0.28
H 14.02300 10.10200 17.16600 -1.3 -0.8 1.4 0.07
N 8.86300 5.50500 23.20500 -2.8 -2.5 -1.6 -0.57
C 7.61900 4.99100 23.59800 1.4 0.2 -2.4 -0.34
C 6.70000 4.34400 22.70100 8.4 2.6 -2.8 -0.72
C 7.09400 4.09700 21.35200 5.6 3.9 8.1 -0.78
C 8.40900 4.41900 21.03200 -2.1 0.7 0.1 -0.01
C 9.15000 5.15200 21.89600 -1.0 0.7 3.5 -0.37
H 7.40800 5.14200 24.63100 -0.4 0.1 0.5 0.43
H 5.85000 4.03200 22.93900 -7.2 -2.3 2.7 0.62
H 6.58900 3.68200 20.69600 -5.3 -3.9 -5.8 0.84
H 8.63700 4.43600 20.00900 0.9 -0.5 -1.3 0.09
H 10.01300 5.58100 21.57600 2.7 1.0 -1.0 0.86
C 13.01800 7.13200 22.66600 -1.0 2.7 -2.4 -0.67
C 12.98200 7.65100 21.25200 0.8 -1.8 4.0 -0.17
C 13.23600 6.72500 20.28900 0.1 -2.2 -0.4 0.33
C 13.28200 5.30400 20.46700 1.7 6.8 12.5 -1.03
C 13.34200 4.88700 21.88100 -0.7 1.2 -3.5 -0.58
C 13.23400 5.82400 22.93900 0.0 -1.7 -1.6 0.63
O 13.20000 5.23500 24.15300 -0.5 2.2 1.2 -0.53
O 13.41400 7.14100 19.03500 0.6 0.6 -3.5 0.17
H 12.70800 7.86700 23.41200 0.4 -0.5 0.1 0.38
H 12.92500 8.72500 21.11600 -0.1 -0.2 -0.3 0.34
H 13.09300 4.73300 19.78200 -1.4 -6.4 -7.6 0.55
H 13.25600 3.84700 22.20400 0.2 0.1 -0.6 0.29
H 13.56700 4.38900 24.02500 0.6 -1.7 0.2 0.29
H 13.73500 6.45300 18.37700 -0.8 1.0 1.8 0.11
C 6.54600 9.14900 14.12200 4.2 0.0 1.8 -0.85
C 7.95400 9.33100 14.64500 -1.7 -1.8 -0.5 -0.47
C 8.83400 8.27500 14.31700 1.6 5.3 3.0 0.23
C 8.46200 7.23800 13.62400 -0.5 -2.6 -2.5 -0.05
C 7.23000 7.06500 13.06300 -1.7 1.5 0.4 -0.74
C 6.19600 8.04900 13.31000 1.8 1.0 0.7 0.58
O 4.99000 7.98600 12.73000 -2.6 0.7 -0.7 -0.58
O 10.16000 8.41700 14.77200 0.9 -0.3 -1.0 0.05
H 5.92800 9.89700 14.56700 -1.1 0.2 -0.5 0.36
H 8.36400 10.10500 15.39300 -1.2 -0.9 -1.6 0.37
H 9.23400 6.58500 13.29800 0.5 -0.9 0.0 0.49
H 7.22600 6.21100 12.42800 -1.1 -0.4 -0.6 0.48
H 4.32800 8.78400 12.77600 2.6 -2.0 0.4 0.35
H 10.85600 8.19800 14.06500 -1.7 0.2 1.3 -0.18
C 13.25500 12.41800 22.28400 -3.9 5.4 -2.2 -0.81
C 13.28500 13.76100 21.61900 -4.1 -1.2 0.1 -0.70
C 11.99000 14.49300 21.53000 3.0 -4.4 2.5 0.65
C 11.01300 13.90400 22.30100 -2.8 0.6 0.8 -0.32
C 10.97800 12.65300 22.95900 2.4 0.8 0.1 -0.98
C 12.18800 11.85400 22.92900 -1.8 2.0 0.1 0.86
O 12.30500 10.74300 23.72200 -5.8 4.0 0.9 -0.54
O 11.71900 15.69000 21.02300 -3.8 -0.5 3.9 -0.49
H 14.01700 11.86100 22.44800 6.0 -3.0 0.3 0.78
H 14.01600 14.15200 20.95400 1.4 -0.2 0.1 0.38
H 10.19300 14.69200 22.38400 0.4 -1.7 0.4 0.29
H 10.30900 12.52700 23.79100 -0.7 -0.4 -0.3 0.51
H 12.96900 10.18600 23.60900 5.0 -3.4 -1.3 0.27
H 12.31800 15.73700 20.39800 4.8 1.9 -5.4 0.05
C 12.96600 14.92700 17.95500 0.7 -1.2 -1.1 -0.01
C 13.17900 13.85200 16.94800 5.7 4.4 3.2 -0.73
C 14.51000 13.57100 16.47700 -1.4 1.6 2.8 0.11
C 15.63500 14.32700 17.03100 1.2 -1.8 -3.1 -0.23
C 15.41300 15.33600 17.88500 -1.8 1.3 3.1 -0.47
C 14.15100 15.56200 18.46900 -2.7 1.8 -1.0 0.10
O 13.91800 16.70100 19.33900 -2.4 -4.2 -0.9 -0.57
O 14.70300 12.54900 15.61000 -14.5 -4.3 8.2 -0.31
H 11.83500 15.18000 18.16900 2.7 -0.3 0.0 0.31
H 12.35000 13.41000 16.66800 -3.7 -2.5 -1.9 0.86
H 16.74500 14.21700 16.63300 -2.6 -0.2 0.7 0.28
H 16.08400 16.01000 18.39900 1.1 -0.3 -0.7 0.29
H 14.54400 17.36600 19.41100 2.4 1.5 -0.2 0.29
H 15.35700 12.77200 15.24400 15.2 4.1 -9.1 0.23
C 16.99600 9.52800 19.58100 -1.5 -2.7 -1.6 -0.52
C 16.99800 8.77100 18.33200 0.2 2.0 2.2 -0.32
C 17.21400 9.45000 17.14000 0.7 3.4 3.4 0.70
C 17.37900 10.90000 17.18400 -1.0 0.0 4.3 -0.79
C 17.31700 11.60900 18.47000 -0.1 -4.9 -1.2 -0.82
C 17.14300 10.86800 19.68400 -0.6 0.9 -0.5 0.32
O 16.92600 11.55600 20.87200 1.4 3.8 -5.9 -0.50
O 17.52300 8.91700 16.01000 1.7 9.7 -3.2 -0.44
H 16.54500 8.88900 20.34600 0.7 0.6 0.6 0.25
H 16.84200 7.72500 18.58800 0.1 -0.1 -1.2 0.36
H 17.46000 11.50700 16.31400 0.3 0.0 -0.7 0.55
H 17.40900 12.61100 18.62300 0.2 2.8 -0.3 0.69
H 16.78100 11.08200 21.59500 -0.8 -3.8 4.5 0.28
H 17.40100 8.10300 16.00100 -1.6 -11.7 -0.3 0.24
C 8.21400 4.16100 16.99300 5.5 3.2 -0.9 -1.06
C 9.29100 5.28100 16.60900 0.3 -3.2 2.2 -0.01
C 10.66000 5.07200 16.82300 -1.1 -1.0 0.1 -0.03
C 11.02800 3.87200 17.43100 1.7 -1.3 1.5 -0.39
C 10.21000 2.84500 17.78400 -3.5 -0.6 -1.0 -0.71
C 8.77400 2.95500 17.47800 0.5 1.6 -0.9 0.74
O 7.98500 1.87200 17.59900 0.2 -1.1 0.9 -0.54
O 11.61800 6.02800 16.56100 -0.1 0.6 0.0 0.51
H 7.30300 4.65500 16.71100 -1.0 -1.4 0.4 0.47
H 9.12200 6.32300 16.49900 -1.2 0.6 -0.9 0.45
H 12.02500 3.68000 17.85600 0.1 0.6 -0.8 0.10
H 10.49100 1.83000 18.18400 0.3 1.5 -0.3 0.23
H 8.51400 1.13800 17.99500 -0.7 0.8 -0.5 0.31
H 12.53100 5.70800 16.40300 -1.3 -0.4 0.1 0.00
C 12.93600 5.70300 12.23700 0.0 2.4 3.3 -0.94
C 13.24800 6.13400 13.69900 0.8 -0.5 -2.7 -0.25
C 13.24400 7.43400 14.12600 -1.0 2.3 -4.2 0.29
C 12.96200 8.50500 13.08900 -1.5 -3.0 1.8 -1.25
C 12.46200 8.14100 11.84700 1.5 -2.3 1.9 -0.25
C 12.44700 6.79400 11.41000 0.7 -2.7 0.0 0.78
O 12.02600 6.47700 10.11400 2.7 -3.6 3.4 -0.53
O 13.44400 7.83400 15.39800 1.6 -0.5 1.4 -0.29
H 13.07800 4.58100 12.08800 -0.5 2.0 -0.6 0.34
H 13.79800 5.53100 14.44400 -0.8 -0.8 -0.7 0.36
H 12.67200 9.47800 13.40600 0.7 1.0 0.4 0.49
H 12.16100 8.88500 11.20200 -0.7 1.5 -1.4 0.49
H 11.58900 7.14600 9.72100 -2.2 3.7 -1.9 0.28
H 14.15700 7.28100 15.82500 -1.0 0.9 -0.7 0.35
```
Forces are in eV/Å.

Values from the calculation:
Net charge   +1
Energy above the lowest of the compared OMol25 structures with the same formula, charge and spin   54.0 kcal/mol